[1]
The following is a DFT calculation (ωB97M-V/def2-TZVPD) of 18 unconnected molecules or ions with the total composition C106H169N14O24 in a non-equilibrium geometry.

Output
Calculated total energy in eV: -182613.806
Frontier orbital gap in eV: 3.054
F_max in eV/Å: 4.4

```
! wB97M-V def2-TZVPD RIJCOSX def2/J DEFGRID3
* xyz 5 1
C 13.03818 36.40906 20.13520
N 13.88305 35.14840 19.85540
C 14.93762 34.93826 20.65426
C 15.75237 33.84571 20.48635
C 15.46277 32.92606 19.51994
C 14.41757 33.15575 18.66176
C 13.62025 34.33462 18.83660
C 16.35211 31.75579 19.15993
C 17.59716 31.82804 18.54821
C 18.27409 30.68088 18.15154
N 17.74419 29.49048 18.37653
C 16.46751 29.39011 18.88849
C 15.75265 30.54424 19.27098
C 18.63482 28.27863 18.42833
H 13.03776 36.63603 21.14421
H 12.05304 36.30228 19.70039
H 13.45687 37.17411 19.51122
H 15.03289 35.60606 21.48428
H 16.61029 33.61950 21.15122
H 14.19348 32.46457 17.81689
H 12.74159 34.70995 18.31294
H 17.94003 32.78757 18.33155
H 19.28402 30.61274 17.89898
H 16.07105 28.37488 18.87116
H 14.73084 30.37790 19.64954
H 18.92482 28.01017 19.45113
H 19.51188 28.56120 17.86920
H 18.06771 27.45856 18.00547
C 25.48227 27.74660 17.65074
N 25.72291 28.62650 16.53723
C 26.64093 28.23126 15.67803
C 26.74116 28.77373 14.44775
C 25.78398 29.64792 14.05912
C 24.85632 30.17744 15.04865
C 24.87930 29.63114 16.27588
C 25.54960 29.93604 12.68318
C 24.18888 30.01210 12.43187
C 23.74750 30.29452 11.17180
N 24.63314 30.37206 10.13795
C 25.98843 30.21708 10.33611
C 26.50773 30.09871 11.63221
C 24.07538 30.50198 8.79138
H 25.67252 28.29659 18.58614
H 26.24812 26.98901 17.53658
H 24.41842 27.31934 17.54587
H 16.89642 22.13239 11.77577
H 27.59321 28.38034 13.80863
H 23.97319 30.77969 14.91368
H 24.31239 29.92345 17.13700
H 23.43374 29.97329 13.13978
H 22.74479 30.45477 10.91552
H 26.61249 30.21731 9.44864
H 27.54772 30.00138 11.68988
H 23.07479 31.00546 8.79248
H 23.96171 29.54127 8.23780
H 24.70755 31.10435 8.15099
C 12.91777 27.25178 11.50338
N 13.06526 25.89649 12.05229
C 13.02044 25.76379 13.35228
C 13.09547 24.48865 13.96679
C 13.24578 23.36816 13.12155
C 13.34150 23.56918 11.77671
C 13.33522 24.88211 11.23846
C 13.53783 22.02862 13.60105
C 14.14322 21.98302 14.83659
C 14.56150 20.78830 15.32553
N 14.20789 19.62859 14.65149
C 13.55048 19.63624 13.51430
C 13.18674 20.84240 12.99354
C 14.52961 18.32712 15.42710
H 12.18970 27.84009 11.94796
H 12.81233 27.18293 10.42591
H 13.81567 27.87458 11.61738
H 12.89705 26.68727 13.87449
H 13.06905 24.40216 15.06560
H 13.43749 22.81045 11.01121
H 13.55288 25.10091 10.20544
H 14.44250 22.83186 15.39908
H 15.09217 20.56798 16.24517
H 13.14706 18.66166 13.14094
H 12.69030 20.88629 11.97415
H 15.66886 18.26087 15.43256
H 13.90931 17.59936 15.04879
H 14.28110 18.49496 16.44884
C 17.70789 26.08357 22.33119
N 17.42849 26.00606 23.79635
C 17.50578 24.79805 24.39125
C 17.07747 24.65905 25.68374
C 16.72552 25.80575 26.38599
C 16.68926 27.11194 25.75853
C 17.04927 27.15453 24.40956
C 16.18606 25.68212 27.79843
C 15.82642 24.38391 28.22500
C 15.44454 24.19768 29.52645
N 15.27306 25.23842 30.35151
C 15.56689 26.47390 29.98841
C 15.99434 26.77151 28.72144
C 14.91079 24.97944 31.78011
H 18.16604 25.14762 22.01549
H 18.40132 26.92980 22.11515
H 16.77824 26.14295 21.83852
H 18.00175 24.08651 23.79287
H 17.11522 23.68975 26.06885
H 16.25994 27.94165 26.30077
H 16.97650 27.99251 23.61884
H 15.95303 23.50081 27.53300
H 15.02327 23.29185 29.94575
H 15.47234 27.24072 30.73068
H 16.30869 27.77589 28.54871
H 14.15200 24.18057 31.85028
H 14.53471 25.89634 32.24276
H 15.80559 24.58220 32.32526
C 17.79784 22.59390 15.32566
N 18.14525 22.07413 16.63690
C 17.67786 22.74074 17.72827
C 18.00534 22.34120 18.97446
C 18.64067 21.08778 19.21689
C 18.97975 20.39554 18.06827
C 18.77841 20.92024 16.78709
C 18.91129 20.64277 20.57839
C 18.01599 21.04533 21.60859
C 18.34580 20.81522 22.89782
N 19.47706 20.17961 23.22416
C 20.28695 19.75901 22.28269
C 20.04316 19.94086 20.94587
C 19.65740 19.90429 24.61127
H 16.79015 22.17221 14.98452
H 18.51557 22.19245 14.57161
H 17.69467 23.65826 15.26559
H 17.12006 23.63960 17.53722
H 17.67954 22.95723 19.81059
H 19.46441 19.46090 18.15080
H 19.24246 20.46076 15.92186
H 17.04141 21.34144 21.37053
H 17.69179 21.17134 23.64276
H 21.14971 19.22122 22.55241
H 20.80402 19.51775 20.24554
H 20.55492 19.26379 24.70816
H 18.78171 19.29241 24.94428
H 19.68033 20.85727 25.16182
C 20.22929 25.48612 28.47430
C 20.63115 24.44613 29.44621
N 20.50450 23.04069 28.92558
C 19.21000 22.85827 28.18130
C 21.69258 22.74191 27.98806
C 21.72649 21.31604 27.44304
C 20.43465 21.94726 30.00021
C 21.43345 22.06825 31.10980
O 20.94591 23.01228 32.06237
C 21.85161 23.35579 33.13609
H 19.10241 25.59793 28.41355
H 20.55648 25.16024 27.46709
H 20.65527 26.37674 28.81364
H 20.02133 24.52133 30.26804
H 21.66663 24.57345 29.73685
H 18.41916 23.31444 28.76448
H 19.03285 21.75513 28.13433
H 19.26919 23.06051 27.14586
H 22.66785 23.03496 28.54319
H 21.59888 23.41606 27.07250
H 20.77288 21.03580 26.96960
H 22.02452 20.55414 28.20437
H 22.43285 21.23034 26.62603
H 20.53502 21.00879 29.60618
H 19.44633 22.14135 30.47424
H 22.32571 22.46571 30.59623
H 21.46154 21.15204 31.69918
H 22.73241 23.95002 32.84151
H 21.99756 22.48473 33.77578
H 21.25895 24.02959 33.73141
C 12.28530 24.52245 17.95518
C 11.62810 23.19798 18.18045
N 12.06496 22.45576 19.38018
C 11.62332 23.30657 20.61157
C 11.35688 21.10559 19.43207
C 11.90058 20.03232 18.37762
C 13.56633 22.23283 19.35864
C 14.15854 21.75940 20.64029
O 14.44182 22.76413 21.55248
C 14.89670 22.18778 22.73516
H 13.38273 24.46729 17.69596
H 12.04190 25.18814 18.75475
H 11.78655 24.94980 17.02813
H 11.89831 22.55475 17.33848
H 10.53463 23.33981 18.17428
H 11.51514 22.62071 21.47279
H 10.68812 23.86926 20.40706
H 12.39975 24.06983 20.74699
H 10.27419 21.21452 19.39773
H 11.62458 20.67058 20.42650
H 12.93632 19.78776 18.53152
H 11.75166 20.38142 17.33447
H 11.29058 19.18518 18.53442
H 14.13192 23.10542 18.96270
H 13.81274 21.50998 18.59500
H 15.00718 21.07268 20.43433
H 13.48117 21.08719 21.19210
H 14.12513 21.57227 23.14619
H 15.20695 22.99258 23.41524
H 15.72704 21.48609 22.56528
C 18.71167 15.18785 15.86465
O 19.22637 15.49280 17.18037
C 20.26341 14.57768 17.43116
C 20.78452 14.84717 18.83856
N 21.17184 16.25099 18.93330
H 20.57399 16.92122 18.38250
H 21.01147 16.58560 19.93278
C 22.59741 16.38483 18.66699
C 23.03524 17.85215 19.01449
O 22.16925 18.66312 18.28766
C 22.57310 18.72698 16.89771
H 18.59271 14.11896 15.68360
H 19.39922 15.54975 15.11023
H 17.78461 15.76341 15.73406
H 21.10953 14.65890 16.66762
H 19.93124 13.54766 17.41311
H 21.65022 14.26930 19.09775
H 19.97878 14.70410 19.56951
H 22.84245 16.13871 17.65096
H 23.08262 15.60069 19.26997
H 24.07286 18.02429 18.76852
H 22.88406 17.98870 20.03712
H 21.64082 18.92561 16.34122
H 22.89871 17.72940 16.62972
H 23.32183 19.49519 16.67590
C 16.85381 13.94964 20.75337
O 16.19058 14.92388 21.62605
C 14.91187 15.33155 21.20781
C 14.51227 16.36336 22.22698
N 15.50961 17.45982 22.41565
H 16.46782 17.10662 22.34004
H 15.39852 18.10413 21.61460
C 15.41754 18.09051 23.75869
C 15.72410 17.12247 24.88513
O 17.04918 16.66100 24.84078
C 17.52248 16.25148 26.10777
H 17.35797 14.50124 19.93278
H 16.13218 13.28773 20.25000
H 17.53999 13.42316 21.41990
H 14.18321 14.42185 21.25881
H 14.96259 15.64512 20.16569
H 14.37406 15.84068 23.18060
H 13.54706 16.75190 21.91140
H 14.44218 18.50719 23.83625
H 16.15189 18.87976 23.88410
H 15.11333 16.24746 25.06320
H 15.50034 17.71787 25.85518
H 18.46842 15.75288 25.99844
H 16.85267 15.45032 26.55389
H 17.78293 17.06205 26.81364
C 15.32294 20.25683 27.22146
C 16.39833 20.95206 26.38150
O 16.93057 22.01727 26.89690
O 16.79985 20.38953 25.32740
H 14.54980 20.96446 27.49658
H 15.84531 19.88136 28.10055
H 14.85972 19.47975 26.60857
C 16.26605 17.57997 18.56856
C 15.42518 18.82837 19.07298
O 14.83320 18.86162 20.18075
O 15.34580 19.77489 18.24484
H 17.10880 17.96390 17.95213
H 15.54147 17.08560 17.90360
H 16.62347 16.92701 19.40329
C 20.84776 33.05836 14.41882
C 21.65207 31.80232 14.35008
O 22.15928 31.37445 15.44898
O 21.86350 31.32481 13.17360
H 20.10013 33.01260 13.63580
H 21.40403 33.93261 14.09942
H 20.55419 33.25115 15.42994
C 16.72780 18.14049 12.69302
C 16.87748 19.47997 13.43841
O 17.24760 19.37541 14.61892
O 16.60302 20.60125 12.91633
H 16.37011 18.10813 11.67193
H 16.00375 17.46289 13.19270
H 17.59130 17.51483 12.86007
C 18.40402 30.78196 23.05634
C 17.19646 30.33868 22.19698
O 17.29380 29.12304 21.81779
O 16.33460 31.16779 21.86004
H 18.65761 31.83830 23.10431
H 19.21429 30.21686 22.60603
H 18.20502 30.36247 24.01494
C 19.38668 15.54341 22.78415
C 19.32111 16.78415 21.86627
O 18.27969 17.46905 21.81073
O 20.44921 17.02700 21.30571
H 20.02536 14.76621 22.43023
H 18.43770 15.12893 23.04170
H 19.88740 15.93338 23.67011
C 15.34069 26.74556 15.97330
C 15.64807 25.79977 17.12532
O 15.35807 24.60868 16.92222
O 16.20292 26.20553 18.16354
H 14.30521 27.00331 16.06958
H 15.56462 26.22009 15.01904
H 15.90675 27.68221 16.03080
C 16.39271 20.81431 9.81348
C 16.06022 22.23880 10.01134
O 16.77024 22.78759 11.04266
O 15.24625 22.87143 9.40091
H 17.28246 20.43219 10.32472
H 16.36579 20.65965 8.74366
H 15.54809 20.19034 10.24465
C 22.06563 23.39246 23.70936
C 20.63067 23.43198 24.34452
O 20.50100 24.07248 25.42126
O 19.68777 22.88010 23.70136
H 22.32384 24.40390 23.41933
H 22.13539 22.70809 22.85380
H 22.83838 23.06037 24.39810
*
```

=====

[2]
The following is a DFT calculation (ωB97M-V/def2-TZVPD) of a molecular structure, C22H39FINO33PS8 in a non-equilibrium geometry.

Output
Calculated total energy in eV: -199261.922
Frontier orbital gap in eV: 4.979
F_max in eV/Å: 11.2

```
! wB97M-V def2-TZVPD RIJCOSX def2/J DEFGRID3
* xyz 1 1
C 6.03867 -1.22145 2.15591
P 4.90693 -1.53075 0.64855
O 5.19423 -0.22783 -0.52443
C 3.03534 -1.29783 1.09798
C 2.41511 0.09956 1.70120
C 0.78095 0.13621 1.97944
I -0.24684 1.92241 2.73630
C -0.15799 -1.20233 1.65590
C 0.63593 -2.52528 1.09051
N 2.13462 -2.49570 0.84111
F 2.70241 -3.63660 0.35081
H 6.83586 -0.37901 1.87693
H 5.46030 -0.99837 3.14977
H 6.69612 -2.20258 2.33123
H 5.52870 0.58647 -0.04286
H 3.07499 1.04599 1.91273
H -1.32830 -1.18158 1.82933
H -0.02078 -3.48449 0.85138
C 2.12365 2.49789 -2.18631
C 3.10699 2.33039 -1.03101
O 3.30781 3.64549 -0.51823
S 1.93401 4.50390 -0.70854
O 1.20314 4.46808 0.53873
O 2.25440 5.73200 -1.39812
O 1.19866 3.49592 -1.75789
H 2.62990 2.86583 -3.08457
H 1.59942 1.56749 -2.42040
H 4.05531 1.89243 -1.35139
H 2.67545 1.71857 -0.23178
C 3.71688 -5.38449 -2.23331
C 2.96932 -6.70314 -2.05433
O 3.30920 -7.48307 -3.19844
S 4.82591 -7.10601 -3.66518
O 5.72645 -8.09397 -3.11373
O 4.79984 -6.76032 -5.06740
O 4.98014 -5.73573 -2.79544
H 3.19860 -4.73068 -2.94215
H 3.85466 -4.85621 -1.28610
H 1.88759 -6.56335 -1.99043
H 3.32013 -7.23746 -1.16508
C -0.87635 -9.90892 -3.53786
C 0.10699 -10.07642 -2.38257
O 0.30781 -8.76132 -1.86978
S -1.06599 -7.90291 -2.06009
O -1.79686 -7.93873 -0.81282
O -0.74560 -6.67481 -2.74967
O -1.80134 -8.91089 -3.10944
H -0.37010 -9.54098 -4.43613
H -1.40058 -10.83932 -3.77196
H 1.05531 -10.51438 -2.70295
H -0.32455 -10.68824 -1.58333
C -3.50089 4.24218 0.85683
C -3.85825 5.58041 0.21563
O -2.60862 6.21839 -0.03769
S -1.48890 5.07877 -0.36623
O -1.36656 4.96732 -1.80280
O -0.35666 5.28567 0.50648
O -2.33218 3.79216 0.17360
H -3.24997 4.36674 1.91517
H -4.30607 3.50919 0.75847
H -4.48278 6.19943 0.86414
H -4.36382 5.43467 -0.74483
C -7.96403 6.49389 -3.16527
C -8.62455 5.13813 -3.40055
O -7.91380 4.22682 -2.56560
S -7.41129 5.01466 -1.22873
O -8.36063 4.75611 -0.16901
O -5.99001 4.80356 -1.08109
O -7.65707 6.53179 -1.77260
H -7.02580 6.57734 -3.72323
H -8.62119 7.32539 -3.43365
H -8.57169 4.82487 -4.44594
H -9.67052 5.14779 -3.07624
C 4.54175 8.32292 2.05506
C 4.66938 6.87531 2.52179
O 4.10909 6.09318 1.46959
S 4.38405 6.84337 0.04761
O 5.55506 6.24849 -0.55736
O 3.12485 6.98349 -0.64607
O 4.80740 8.29642 0.65367
H 3.52294 8.69590 2.20161
H 5.24737 8.98464 2.56447
H 4.14201 6.69246 3.46105
H 5.72039 6.58833 2.63301
C -2.52534 -11.29972 1.96588
C -3.27290 -12.61837 2.14485
O -2.93302 -13.39829 1.00075
S -1.41631 -13.02124 0.53401
O -0.51577 -14.00920 1.08545
O -1.44238 -12.67555 -0.86821
O -1.26208 -11.65096 1.40374
H -3.04362 -10.64590 1.25703
H -2.38756 -10.77143 2.91309
H -4.35463 -12.47857 2.20876
H -2.92209 -13.15269 3.03410
C -1.29313 8.41503 2.61347
C -1.54716 9.77316 3.26207
O -2.57100 9.54042 4.22663
S -2.41133 8.02724 4.81417
O -1.68683 8.10239 6.06341
O -3.67919 7.34850 4.67915
O -1.39580 7.46259 3.67060
H -2.06271 8.18313 1.87015
H -0.30706 8.35945 2.14459
H -1.86373 10.52779 2.53813
H -0.65776 10.12892 3.79285
*
```

=====

> The highest calculated total energy belongs to which entry?

C106H169N14O24

=====

> Among the records above, which one has the lowest F_max?

C106H169N14O24

=====

> The highest frontier orbital gap belongs to which entry?

C22H39FINO33PS8